(1)
A cluster of 3 separate species, C3H10O2 in total, computed with the ωB97M-V functional and the def2-TZVPD basis.

Computed properties:
Highest occupied orbital energy, eV: -8.29
Net charge: 0
Lowest unoccupied orbital energy, eV: 0.35

```
15
Properties=species:S:1:pos:R:3:nbo_charge:R:1
C -1.52326 1.32764 0.31809 -0.420
C -1.55531 0.42498 1.31905 -0.172
C -0.45438 -0.01750 2.24637 -0.652
H -1.66232 1.06773 -0.73480 0.228
H -1.12384 2.34422 0.35342 0.181
H -2.44959 -0.20616 1.36221 0.184
H 0.52548 0.35368 1.96423 0.213
H -0.39569 -1.10413 2.20186 0.218
H -0.69442 0.24362 3.28180 0.217
O -1.01873 -1.11344 -1.68610 -0.940
H -0.34343 -1.28330 -2.34911 0.471
H -0.73640 -1.57422 -0.89028 0.471
O 3.65970 -0.13485 -1.66070 -0.941
H 4.29852 0.04701 -0.96492 0.472
H 2.84278 -0.41389 -1.24216 0.469
```

=====

(2)
A cluster of 2 separate species, C3H10O2S in total, computed with the ωB97M-V functional and the def2-TZVPD basis.

Computed properties:
Highest occupied orbital energy, eV: -8.92
Net charge: 0
Lowest unoccupied orbital energy, eV: 0.79

```
16
Properties=species:S:1:pos:R:3:nbo_charge:R:1
O 0.68648 -0.36716 2.12319 -0.730
C 0.95754 -0.87369 0.80545 -0.057
C -0.23773 -0.63454 -0.10756 -0.494
C -0.02552 -0.70759 -1.62021 -0.495
S -1.33572 0.25444 -2.48578 -0.060
H -0.20613 -0.66383 2.33528 0.464
H 1.78441 -0.27273 0.45567 0.179
H 1.20551 -1.93664 0.84409 0.161
H -1.15750 -1.15226 0.17989 0.196
H -0.51693 0.41516 0.08005 0.268
H -0.23852 -1.71157 -1.99739 0.211
H 0.97461 -0.45893 -1.96618 0.222
H -0.61626 1.36075 -2.72202 0.126
O -0.35451 2.14964 1.03930 -0.971
H -1.06161 2.76600 1.23436 0.482
H 0.14187 1.83295 1.80188 0.499
```

=====

(3)
A cluster of 2 separate species, C3H10O2S2 in total, computed with the ωB97M-V functional and the def2-TZVPD basis.

Computed properties:
Highest occupied orbital energy, eV: -8.81
Net charge: 0
Lowest unoccupied orbital energy, eV: 0.47

```
17
Properties=species:S:1:pos:R:3:nbo_charge:R:1
O 1.45364 -0.52910 0.77238 -0.716
C 0.44991 0.06348 1.58066 -0.066
C -0.15084 1.39169 1.12370 -0.445
C -0.71812 1.30306 -0.30739 -0.515
S 0.69952 1.38850 -1.49166 0.056
S 1.04253 -0.14247 -2.81247 -0.122
H 1.01017 -1.24928 0.31016 0.474
H 0.84142 0.24070 2.58808 0.177
H -0.33191 -0.69422 1.70801 0.169
H 0.55105 2.22818 1.03884 0.214
H -0.91722 1.74502 1.81635 0.223
H -1.42334 2.04026 -0.67628 0.234
H -1.13450 0.29906 -0.45162 0.204
H 1.64097 -1.01671 -1.97567 0.117
O -0.76497 -2.63495 -0.86644 -0.942
H -1.72356 -2.58729 -0.98333 0.471
H -0.52475 -1.84592 -1.37334 0.467
```

=====

(4)
A cluster of 2 separate species, C3H10O3P2 in total, computed with the ωB97M-V functional and the def2-TZVPD basis.

Computed properties:
Highest occupied orbital energy (spin up / spin down), eV: -7.09 / -8.77
Net charge: 0
Lowest unoccupied orbital energy (spin up / spin down), eV: -1.30 / 0.46

```
18
Properties=species:S:1:pos:R:3:nbo_charge:R:1
C 2.16418 -0.67853 0.56766 -0.092
C 1.34140 0.20540 -0.33450 -0.007
C 0.32156 1.06687 0.29993 -0.018
O 2.88932 -1.52119 -0.27128 -0.721
O 0.72339 -0.69338 -1.24246 -0.704
O 0.61386 1.74455 1.46689 -0.683
P -1.37538 0.62525 0.02621 0.255
P -4.66062 -0.35111 -0.12357 0.119
H 2.92104 -0.31757 1.20626 0.206
H 1.51001 -1.25676 1.27012 0.147
H 2.03476 0.89497 -0.98898 0.203
H 2.35743 -1.63620 -1.11089 0.477
H 0.38869 -1.40680 -0.74451 0.471
H -0.11282 2.13894 1.90851 0.490
H -1.94783 1.88492 0.22293 -0.020
H -1.58207 0.72412 -1.35566 0.011
H -3.79632 -1.40269 0.26910 -0.047
H -3.79062 -0.02080 -1.06575 -0.084
```

=====

(5)
A cluster of 3 separate species, C3H10O3S2 in total, computed with the ωB97M-V functional and the def2-TZVPD basis.

Computed properties:
2S+1: 2
Highest occupied orbital energy (spin up / spin down), eV: -14.17 / -14.17
Net charge: +1
Lowest unoccupied orbital energy (spin up / spin down), eV: -4.14 / -8.34
<S²>: 0.75

```
18
Properties=species:S:1:pos:R:3:nbo_charge:R:1
C -1.01421 0.53327 -0.64017 -0.527
C -1.69741 1.19621 0.52481 0.431
O -2.49499 0.62602 1.22612 -0.471
C -1.79064 -0.73756 -1.04756 -0.604
S -1.81846 -1.90921 0.29016 0.608
S -0.11212 -2.88171 0.18708 0.076
H -1.06300 1.26187 -1.45667 0.276
H 0.05059 0.37008 -0.46682 0.248
H -1.34053 2.17576 0.85895 0.189
H -2.80340 -0.36140 -1.21960 0.287
H -1.45679 -1.16773 -1.99005 0.283
H -0.61600 -4.11741 0.08535 0.199
H 4.07769 0.47678 -0.71494 0.492
H 3.27869 -0.46242 0.22258 0.468
O 3.72027 0.38935 0.17978 -0.949
H 2.46440 1.51383 1.23854 0.498
H 1.00678 1.21372 1.19745 0.425
O 1.60913 1.88056 1.52498 -0.929
```

=====

(6)
A cluster of 3 separate species, C3H10O4 in total, computed with the ωB97M-V functional and the def2-TZVPD basis.

Computed properties:
Highest occupied orbital energy, eV: -10.13
Net charge: 0
Lowest unoccupied orbital energy, eV: 0.22

```
17
Properties=species:S:1:pos:R:3:nbo_charge:R:1
C 0.06836 0.81865 -1.13361 -0.608
C -0.31327 0.93768 0.34772 -0.531
C -0.20374 -0.42169 0.99702 0.806
O -1.16205 -1.12880 1.13537 -0.589
O 1.00143 -0.75128 1.54687 -0.713
H 1.14046 0.79639 -1.34094 0.198
H -0.39288 -0.01466 -1.66687 0.217
H -0.25453 1.69821 -1.70166 0.218
H -1.38065 1.13246 0.44110 0.254
H 0.32783 1.70268 0.77358 0.223
H 1.68633 -0.54968 0.88063 0.507
O 3.29573 -0.62708 -0.06589 -0.950
H 3.50566 -0.58335 -0.99545 0.484
H 4.10123 -0.33746 0.37145 0.485
O -3.72878 -0.51715 0.15898 -0.953
H -3.09028 -1.21945 0.17797 0.488
H -4.60085 -0.93547 0.07374 0.463
```

=====

(7)
A cluster of 3 separate species, C3H10O4 in total, computed with the ωB97M-V functional and the def2-TZVPD basis.

Computed properties:
Highest occupied orbital energy, eV: -10.08
Net charge: 0
Lowest unoccupied orbital energy, eV: 0.58

```
17
Properties=species:S:1:pos:R:3:nbo_charge:R:1
O -0.06544 2.63721 -0.25503 -0.507
C 0.35743 1.95959 -1.14467 0.456
C 1.17056 0.70192 -0.94920 -0.559
C 1.68389 0.49157 0.47814 -0.071
O 1.44725 -0.81573 1.00668 -0.734
H 0.20755 2.20003 -2.21748 0.107
H 0.58800 -0.18422 -1.25004 0.248
H 1.99724 0.71764 -1.67423 0.223
H 2.76954 0.69499 0.48803 0.164
H 1.24026 1.20162 1.15905 0.211
H 1.73825 -1.46539 0.34507 0.471
O -3.28808 -0.82131 -0.66903 -0.963
H -2.59069 -1.06735 -0.04586 0.494
H -3.98737 -1.46634 -0.53915 0.461
O -1.33296 -1.43802 1.47598 -0.975
H -1.52940 -2.13158 2.12283 0.471
H -0.40602 -1.21463 1.66893 0.502
```

=====

(8)
A cluster of 3 separate species, C3H10O4 in total, computed with the ωB97M-V functional and the def2-TZVPD basis.

Computed properties:
2S+1: 2
Highest occupied orbital energy (spin up / spin down), eV: -15.62 / -15.53
Net charge: +1
Lowest unoccupied orbital energy (spin up / spin down), eV: -6.23 / -10.10
<S²>: 0.76

```
17
Properties=species:S:1:pos:R:3:nbo_charge:R:1
O -0.50273 -0.60058 -1.70320 -0.054
C 0.16873 0.28253 -1.13422 0.829
O 1.61267 0.29536 -1.24978 -0.579
C -0.25687 0.69427 0.13668 -0.576
C -0.50217 -0.56023 0.99635 -0.600
H 1.78756 -0.18086 -0.39113 0.531
H -1.10535 1.35967 0.03656 0.321
H 0.51434 1.29037 0.72267 0.292
H 0.14802 -1.36467 0.89730 0.232
H -1.49899 -0.92884 0.55683 0.235
H -0.76666 -0.36847 2.13482 0.281
H 3.58129 -0.71876 0.36734 0.498
H 3.03589 -0.67084 1.70667 0.513
O 2.79866 -0.49158 0.81187 -0.950
H -2.35481 0.13987 -1.39378 0.450
H -3.55425 1.21662 -1.53492 0.500
O -3.10533 0.60616 -0.96007 -0.925
```

=====

| no. | largest force on an atom (eV/Å) |
| --- | --- |
| 1 | 2.068 |
| 2 | 1.742 |
| 3 | 2.035 |
| 4 | 2.627 |
| 5 | 1.741 |
| 6 | 1.310 |
| 7 | 0.952 |
| 8 | 5.969 |